{"formula": "C19H50Cl4O6S6", "method": "ωB97M-V/def2-TZVPD", "symbols": ["C", "S", "O", "C", "H", "H", "H", "H", "H", "H", "C", "S", "O", "C", "H", "H", "H", "H", "H", "H", "C", "S", "O", "C", "H", "H", "H", "H", "H", "H", "C", "S", "O", "C", "H", "H", "H", "H", "H", "H", "C", "S", "O", "C", "H", "H", "H", "H", "H", "H", "C", "S", "O", "C", "H", "H", "H", "H", "H", "H", "C", "Cl", "Cl", "Cl", "Cl", "C", "C", "C", "C", "C", "C", "H", "H", "H", "H", "H", "H", "H", "H", "H", "H", "H", "H", "H", "H"], "positions_angstrom": [[-3.32851, 2.55378, -4.82602], [-1.77106, 2.54348, -3.79907], [-2.07270, 2.73585, -2.33362], [-1.58381, 0.75030, -4.09478], [-4.16979, 1.99303, -4.41869], [-3.23917, 2.14129, -5.83099], [-3.68823, 3.57717, -4.93266], [-2.43753, 0.27921, -3.60759], [-0.60335, 0.38506, -3.78919], [-1.67482, 0.46937, -5.14402], [1.18391, 3.65125, 3.08039], [0.27303, 5.14763, 3.76321], [-1.27226, 4.90999, 3.69714], [0.76668, 5.31403, 5.53388], [0.83373, 3.51765, 2.05686], [0.84960, 2.86247, 3.75432], [2.27126, 3.72471, 3.09941], [1.82176, 5.57080, 5.62857], [0.47356, 4.43051, 6.10095], [0.17343, 6.06566, 6.05467], [0.65871, 6.55466, -2.01883], [0.49378, 6.00321, -0.28587], [0.36381, 7.38440, 0.47866], [-1.27109, 5.40352, -0.35192], [-0.15189, 7.24619, -2.24860], [0.57867, 5.68967, -2.67723], [1.61443, 7.01148, -2.27576], [-1.20067, 4.62884, -1.11547], [-2.12303, 6.04531, -0.57639], [-1.42252, 4.88330, 0.59388], [0.57511, 1.89557, -0.88995], [1.14974, 0.35058, -0.11242], [0.95791, 0.56908, 1.41329], [-0.10097, -0.81084, -0.77225], [-0.42197, 2.13391, -0.51963], [0.55330, 1.68625, -1.95944], [1.24616, 2.72486, -0.66620], [0.00061, -1.08251, -1.82295], [-1.07052, -0.40141, -0.48863], [-0.08839, -1.69684, -0.13749], [-3.98020, 2.49507, 0.41284], [-3.87718, 1.27025, 1.77119], [-3.94550, -0.06642, 1.02960], [-2.13006, 1.43937, 2.36783], [-4.39721, 3.41723, 0.81759], [-4.61105, 2.14797, -0.40548], [-2.93876, 2.57309, 0.10073], [-2.09957, 2.21492, 3.13314], [-1.32749, 1.58744, 1.64530], [-1.87112, 0.50371, 2.86340], [-2.38378, -2.75059, -5.99873], [-1.80713, -3.44433, -4.40292], [-0.82698, -2.40246, -3.79909], [-0.64017, -4.76344, -4.96213], [-3.03329, -1.90079, -5.78881], [-2.92711, -3.55997, -6.48638], [-1.54102, -2.37877, -6.58149], [-1.04272, -5.43131, -5.72370], [-0.28777, -5.29291, -4.07693], [0.16485, -4.19467, -5.42746], [-0.55427, -5.29645, -0.53239], [0.37887, -6.23540, 0.64318], [-1.80775, -4.43547, 0.40599], [0.56282, -4.16794, -1.40999], [-1.50606, -6.20702, -1.67719], [4.98973, -6.56072, 2.84732], [4.43767, -5.12478, 2.61485], [3.60153, -4.49235, 3.79316], [3.31343, -2.98961, 3.53315], [2.48094, -2.57409, 2.35759], [1.08390, -3.15709, 2.61284], [5.14439, -6.84888, 3.88710], [5.74790, -6.81424, 2.10637], [4.14092, -7.21498, 2.64839], [5.24052, -4.40605, 2.45063], [3.93477, -4.98076, 1.65858], [4.00407, -4.52134, 4.80570], [2.75236, -5.17025, 3.70674], [2.99119, -2.41875, 4.40400], [4.30965, -2.60816, 3.30925], [2.17522, -1.52831, 2.32609], [2.90616, -2.92397, 1.41693], [0.71532, -2.96270, 3.62005], [0.37884, -2.47881, 2.13230], [0.93426, -4.18777, 2.29129]], "atomic_forces_ev_per_a": [[-0.59, 0.64, 0.25], [-0.84, -0.82, -0.81], [-0.16, -0.17, -1.00], [0.03, -0.04, -0.03], [0.31, -0.16, 0.72], [0.84, 0.11, 0.04], [0.23, 0.10, 0.10], [0.36, -0.16, 0.46], [-0.29, -0.01, 0.44], [0.08, 0.55, -0.18], [-0.83, 0.18, 0.44], [-2.01, -0.72, 0.51], [3.51, 0.32, 0.09], [-0.62, -0.04, 0.27], [-0.16, -0.02, 0.13], [-0.02, -0.20, -0.27], [-0.12, 0.62, 0.21], [-0.03, -0.21, -0.36], [0.40, -0.54, -0.51], [-0.10, 0.54, -0.75], [-0.23, -0.66, -0.43], [-2.16, 4.20, 0.72], [0.84, -2.99, -0.83], [1.37, -1.19, -0.38], [0.04, 0.01, 0.27], [-0.17, -0.20, 0.04], [0.05, 0.06, 0.72], [-0.39, -0.27, -0.10], [0.68, 0.64, 0.05], [-0.08, 0.14, 0.10], [-0.22, -0.71, 0.17], [0.50, 0.38, 1.29], [-0.27, -0.25, -2.00], [-0.64, 0.54, 1.50], [-0.06, -0.13, -0.19], [-0.08, 0.26, -0.01], [0.25, -0.28, 0.02], [0.12, 0.26, 0.06], [-0.28, 0.29, -0.59], [0.67, -0.13, -0.12], [0.84, 0.04, 0.79], [-0.09, -1.98, -1.14], [0.27, 1.43, 0.99], [-0.21, 0.12, 0.03], [0.26, 0.13, -0.05], [0.11, -0.39, 0.35], [-0.27, 0.46, -0.49], [-0.12, 0.22, -0.04], [-0.34, 0.10, -0.40], [-0.41, -0.15, -0.04], [0.52, -0.38, 0.47], [1.77, 1.20, 0.68], [-1.56, -1.20, -0.92], [-0.31, 0.89, -0.55], [-0.12, -0.25, 0.22], [-0.03, 0.19, -0.22], [0.08, -0.29, -0.03], [-0.31, -0.07, 0.26], [-0.17, 0.12, -0.13], [0.17, -0.05, 0.17], [-0.15, 0.95, 0.56], [-0.07, -0.31, -0.69], [0.45, 0.62, 0.04], [-0.67, -0.70, 0.55], [0.48, -0.77, -0.44], [-2.09, 0.40, -0.58], [1.54, 1.35, 1.37], [-0.79, -0.37, -1.72], [1.80, 0.33, -0.29], [-2.04, -1.05, 0.74], [-0.93, 0.62, -0.84], [0.96, 0.59, -0.02], [0.27, -0.05, 0.54], [-0.12, -0.32, -0.44], [0.75, -0.16, 0.19], [-0.65, -0.66, 0.12], [0.47, -0.60, -0.27], [-0.81, 0.47, 0.89], [-0.19, -0.43, 0.28], [0.45, 0.29, 0.34], [1.33, 0.40, -0.07], [-0.14, 0.21, -0.12], [0.64, -0.62, 0.53], [-0.36, -0.45, -0.90], [-0.12, 0.17, 0.28]], "spin_multiplicity": 2, "total_energy_ha": -5434.63743, "charge": 1, "e_lumo_ev": [-3.1, -7.6], "homo_lumo_gap_ev": [7.4, 2.9]}

{"formula": "C29H51NO2RuSSi2", "method": "ωB97M-V/def2-TZVPD", "symbols": ["O", "O", "C", "C", "H", "H", "H", "H", "H", "C", "C", "H", "H", "H", "H", "H", "C", "C", "C", "H", "H", "H", "H", "H", "C", "H", "H", "H", "H", "H", "H", "Ru", "C", "Si", "H", "H", "C", "C", "C", "C", "Si", "H", "H", "C", "C", "C", "H", "H", "H", "H", "H", "H", "H", "H", "H", "H", "H", "H", "H", "H", "H", "H", "H", "H", "S", "C", "C", "C", "C", "C", "C", "N", "C", "C", "C", "C", "C", "C", "C", "H", "H", "H", "H", "H", "H", "H", "H"], "positions_angstrom": [[-0.51509, -1.30879, -2.31717], [0.69182, 0.53635, -3.50019], [0.25254, -2.59071, -2.66467], [-0.51888, -3.73512, -2.08082], [1.23874, -2.44303, -2.22197], [0.32594, -2.59994, -3.75603], [-0.61459, -3.62620, -0.99414], [0.00685, -4.67490, -2.27596], [-1.51484, -3.81890, -2.52712], [-1.89038, -1.13721, -2.96225], [-1.84727, -1.32093, -4.45277], [-2.17707, -0.13032, -2.65428], [-2.51781, -1.87282, -2.45019], [-1.07879, -0.70110, -4.93439], [-2.81277, -1.02136, -4.87936], [-1.68900, -2.36989, -4.72674], [0.24098, 1.90600, -3.38574], [1.98281, 0.35098, -4.11962], [-0.71004, 2.27607, -4.49304], [1.12207, 2.56035, -3.37512], [-0.24988, 1.97133, -2.40433], [-0.22962, 2.24847, -5.48002], [-1.05733, 3.29826, -4.32334], [-1.58809, 1.61977, -4.50012], [1.94786, 0.53163, -5.61885], [2.29170, -0.66695, -3.84254], [2.68059, 1.06458, -3.66188], [1.12087, -0.01629, -6.08719], [2.88075, 0.13800, -6.02844], [1.89258, 1.58753, -5.91124], [0.05852, -0.49881, -2.58974], [0.02819, -0.01783, 1.53881], [1.38082, -0.30753, 0.08378], [3.19016, 0.20172, 0.44303], [1.33424, -1.39295, -0.14308], [1.01399, 0.24052, -0.80716], [4.24002, -0.88665, -0.69352], [3.88366, 0.04427, 2.17612], [3.42832, 1.98283, -0.11413], [-1.58236, -1.14326, 1.12006], [-3.22917, -0.18690, 0.97842], [-1.67644, -1.91897, 1.91195], [-1.33071, -1.67816, 0.17124], [-4.41635, -1.02262, -0.22463], [-2.90842, 1.49763, 0.25020], [-4.13512, -0.04495, 2.61221], [2.86420, 2.17709, -1.03609], [4.49525, 2.17004, -0.31884], [3.09513, 2.69055, 0.65676], [3.96171, -1.94130, -0.56836], [5.31036, -0.78623, -0.46744], [4.09408, -0.61166, -1.74654], [3.53131, -0.86296, 2.68692], [3.61906, 0.92131, 2.78470], [4.98677, -0.00480, 2.12803], [-3.32036, 1.56582, -0.76490], [-1.83624, 1.72553, 0.20290], [-3.38879, 2.26684, 0.86767], [-5.04349, 0.56369, 2.47977], [-3.50645, 0.43383, 3.37350], [-4.44391, -1.03192, 2.98442], [-5.42267, -0.60977, -0.06937], [-4.46373, -2.10683, -0.07013], [-4.13621, -0.83071, -1.26721], [-0.09597, 0.96029, 6.00772], [0.04752, -0.80220, 5.85321], [0.15282, -1.75372, 6.86310], [0.26609, -3.10462, 6.50037], [0.26712, -3.50038, 5.15549], [0.18315, -2.54979, 4.12583], [0.08698, -1.20910, 4.50349], [0.08304, -0.11003, 3.63773], [-0.02206, 1.07240, 4.25416], [-0.00084, 2.22762, 3.40491], [-0.06045, 3.56295, 3.86201], [0.00631, 4.60087, 2.94010], [0.12811, 4.33408, 1.57335], [0.19719, 3.01023, 1.10501], [0.12768, 1.96476, 2.01930], [0.14865, -1.41588, 7.89617], [0.35358, -3.86560, 7.28473], [0.33631, -4.55687, 4.89310], [0.18148, -2.79381, 3.06023], [-0.15388, 3.72517, 4.93396], [-0.03566, 5.63024, 3.29085], [0.16902, 5.15648, 0.85390], [0.29377, 2.76523, 0.04145]], "atomic_forces_ev_per_a": [[-0.17, -0.58, -0.42], [0.11, 0.18, 0.14], [-0.66, 0.88, -0.03], [-0.03, -0.29, 0.16], [-0.19, 0.09, 0.05], [0.04, -0.11, 0.21], [-0.01, 0.01, -0.24], [-0.02, 0.16, -0.03], [0.17, -0.04, 0.09], [0.68, -0.25, 0.45], [0.03, -0.09, -0.44], [0.07, -0.13, 0.04], [0.14, 0.30, -0.10], [-0.19, -0.17, 0.24], [0.12, -0.07, 0.19], [-0.04, 0.20, 0.01], [0.19, -0.17, 0.23], [-0.06, -0.01, 0.27], [-0.17, 0.20, -0.28], [-0.15, -0.10, 0.06], [0.11, 0.08, -0.19], [-0.17, -0.05, 0.30], [-0.04, -0.06, -0.05], [0.16, 0.13, -0.03], [0.13, 0.05, -0.31], [-0.06, 0.29, -0.09], [-0.03, -0.23, 0.00], [0.15, 0.10, 0.16], [-0.04, 0.04, -0.04], [-0.07, -0.26, 0.10], [0.01, -0.11, -0.42], [0.29, 0.17, 0.70], [1.68, -0.72, -0.98], [-0.01, 0.00, -0.79], [0.14, 0.34, -0.06], [0.22, -0.03, 0.28], [0.08, -0.02, 0.09], [-0.11, -0.10, 0.24], [0.07, 0.05, 0.07], [-1.94, -1.26, -0.65], [0.19, -0.63, -0.11], [0.01, 0.28, -0.30], [-0.32, 0.26, 0.46], [-0.07, -0.16, 0.02], [0.10, 0.44, -0.20], [0.11, -0.02, 0.10], [0.10, 0.05, 0.12], [-0.32, -0.01, 0.07], [0.05, -0.09, -0.23], [0.12, 0.11, -0.06], [-0.20, -0.05, -0.08], [-0.01, -0.07, 0.14], [0.10, 0.21, -0.02], [-0.02, -0.28, -0.07], [-0.44, 0.02, -0.04], [-0.01, 0.07, 0.14], [-0.30, 0.07, 0.02], [0.16, 0.02, -0.20], [0.28, -0.14, 0.05], [-0.15, -0.07, -0.04], [0.10, 0.23, -0.05], [0.15, -0.12, -0.11], [-0.07, 0.13, -0.03], [-0.10, -0.04, 0.15], [0.09, -0.73, -0.96], [0.01, -0.36, -0.13], [-0.04, -0.14, -0.17], [-0.04, 0.25, 0.25], [-0.06, 0.38, -0.52], [-0.03, 0.05, 0.70], [0.08, 0.94, 0.36], [0.21, -0.01, 1.14], [0.14, -1.25, 0.09], [0.20, 1.46, -0.22], [0.11, -0.64, -0.22], [-0.07, -0.05, 0.39], [0.16, -0.50, -0.73], [0.06, 0.94, 0.66], [-0.74, 0.58, 0.27], [0.01, -0.34, -0.08], [-0.05, 0.37, -0.36], [0.00, 0.30, 0.16], [0.09, -0.12, 0.41], [0.04, 0.31, -0.17], [-0.01, -0.21, -0.11], [-0.03, -0.18, 0.31], [-0.02, 0.38, 0.28]], "spin_multiplicity": 6, "total_energy_ha": -2412.54045, "relative_energy_kj_mol": 0.0, "charge": 1, "e_lumo_ev": [-2.2, -3.3], "homo_lumo_gap_ev": [5.5, 7.2]}